{"formula": "C8H24O4", "method": "ωB97M-V/def2-TZVPD", "elements": ["H", "C", "C", "H", "H", "H", "C", "C", "H", "H", "H", "O", "C", "H", "H", "H", "C", "H", "H", "O", "H", "O", "O", "C", "H", "H", "H", "H", "H", "H", "H", "H", "H", "H", "C", "H"], "positions_angstrom": [[2.8198, 4.0700, -2.7138], [-4.1829, -4.4923, 0.7482], [3.2492, -2.4790, 1.8645], [-1.4620, 1.2422, 2.0512], [-3.6539, -5.2019, 0.1120], [-4.8747, -5.9745, 2.0972], [-2.2159, 2.1806, 0.1714], [3.7297, 5.4661, -3.9835], [3.1210, 5.1359, -4.8253], [-1.3113, 2.5908, -0.2776], [2.1704, 5.7111, -2.4871], [1.9458, -2.4190, 2.5183], [-5.2702, -5.1057, 1.5712], [-6.1094, -5.5927, 1.0745], [2.6151, -2.3188, -0.2042], [4.6612, 4.9098, -4.0880], [3.2820, -1.7973, 0.4824], [-2.8224, 1.9226, -0.6968], [-5.7006, -4.4054, 2.2871], [3.9178, 5.4742, -1.6063], [-2.9866, 0.6981, 1.5036], [-4.8292, -3.5471, -0.0495], [-1.3022, 0.0177, 0.4163], [-2.0245, 1.0555, 1.1364], [-0.6789, -0.3717, 1.0339], [3.0134, -0.7438, 0.5602], [4.3129, 6.3418, -1.7198], [-2.7724, 2.9903, 0.6435], [3.9151, 6.5402, -3.9803], [-4.2499, -2.7820, -0.0747], [4.0301, -2.1622, 2.5558], [3.4958, -3.5391, 1.8055], [2.1561, -2.6920, 3.4143], [4.2901, -1.7952, 0.0679], [3.0674, 5.1314, -2.7047], [-3.3462, -4.0589, 1.2962]], "forces_ev_per_angstrom": [[0.161, -0.024, 0.665], [-0.084, -0.617, -0.467], [-0.147, -0.706, 0.030], [0.142, 0.771, -0.129], [-0.283, -0.542, -0.182], [0.280, 0.116, 0.586], [-0.434, 1.096, -0.246], [0.085, 0.008, -0.735], [-0.153, 0.442, -0.147], [0.280, -0.121, 0.470], [-0.488, -0.185, -0.734], [0.971, 0.450, -0.607], [0.147, -1.385, 1.287], [0.118, 0.582, -0.881], [-0.019, 0.156, 0.008], [0.165, 0.172, 0.203], [-0.103, -0.140, 0.999], [-0.124, -0.570, 0.145], [0.178, 0.046, 0.009], [0.341, -1.090, 0.563], [-0.230, -0.263, -0.266], [0.192, 1.351, -0.671], [-0.497, 0.161, 0.440], [0.725, -1.133, -0.473], [0.045, -0.186, -0.062], [-0.286, -0.059, 0.036], [-0.173, 0.041, -0.317], [0.110, 0.192, 0.137], [0.122, 0.019, -0.564], [-0.186, 0.237, -0.366], [-0.029, 0.914, -0.072], [-0.072, -0.275, -0.685], [-0.407, 0.002, 0.186], [0.050, -0.309, 0.090], [-0.061, 0.614, 1.067], [-0.335, 0.237, 0.681]], "total_energy_ha": -620.07652, "e_homo_ev": -9.96, "gap_ev": 10.58, "lumo_energy_ev": 0.62}